{"formula": "C31H46BrN3OP2V", "method": "ωB97M-V/def2-TZVPD", "max_force_ev_per_a": 2.4, "multiplicity": 4, "lumo_energy_ev": [-7.558, -6.854], "relative_energy_kj_mol": 379.4, "gap_ha": [0.1500, 0.1758], "total_energy_ev": -153700.42845, "total_charge": 2, "e_homo_ev": [-11.639, -11.639], "symbols": ["N", "C", "C", "C", "C", "C", "C", "V", "P", "C", "C", "C", "C", "C", "C", "C", "Br", "H", "H", "H", "H", "H", "H", "H", "H", "H", "H", "P", "C", "C", "H", "H", "H", "H", "H", "C", "C", "H", "H", "H", "H", "H", "C", "C", "H", "H", "H", "H", "H", "C", "C", "H", "H", "H", "H", "H", "C", "C", "H", "H", "H", "H", "H", "C", "C", "H", "H", "H", "H", "H", "N", "C", "O", "C", "C", "C", "C", "N", "C", "H", "H", "H", "H", "H", "H"], "coordinates": [[-5.71407, 4.19098, -4.33017], [-5.60814, 4.62637, -3.08040], [-4.94035, 3.88720, -2.10582], [-4.32757, 2.64973, -2.41945], [-4.43243, 2.23764, -3.79213], [-5.15219, 3.03875, -4.69257], [-3.58345, 2.00150, -1.33874], [-0.94408, 0.25390, 0.09128], [4.56160, -0.80208, 0.21728], [-2.47868, 1.13923, -1.49205], [-1.14094, 1.73187, -1.32523], [0.02691, 1.03811, -1.81924], [1.25248, 1.68629, -1.64010], [1.34759, 2.86140, -0.85305], [0.29890, 3.24109, 0.00088], [-0.97952, 2.70500, -0.25998], [2.73362, 3.96523, -1.19165], [-3.85873, 2.35478, -0.32360], [-2.58509, 0.23616, -2.10074], [-4.88285, 4.28087, -1.09808], [-4.00821, 1.30381, -4.16672], [-6.06400, 5.58408, -2.82273], [-5.28510, 2.74922, -5.74126], [-0.06705, 0.14950, -2.45831], [-1.86651, 3.26820, 0.05379], [2.11353, 1.34685, -2.20134], [0.51584, 3.99743, 0.75639], [-0.67923, -2.10986, -0.31411], [4.57637, 1.01998, 0.22396], [6.00139, 1.48251, -0.11138], [4.28421, 1.34269, 1.23172], [3.83196, 1.42866, -0.46695], [6.11990, 2.54251, 0.12909], [6.72842, 0.89236, 0.46499], [6.23171, 1.34152, -1.17415], [4.03642, -1.36793, -1.42832], [5.12640, -2.24300, -2.06196], [3.82547, -0.47470, -2.03354], [3.10825, -1.93905, -1.34117], [4.94059, -2.36836, -3.13193], [6.11849, -1.79766, -1.92735], [5.14764, -3.23910, -1.60674], [3.53021, -1.41210, 1.56582], [4.46911, -2.04015, 2.62259], [2.80430, -2.13821, 1.17126], [2.96729, -0.56014, 1.97178], [3.95477, -2.81689, 3.19788], [5.33944, -2.49537, 2.12558], [4.84271, -1.28008, 3.32120], [-0.49545, -3.38084, 0.98958], [-1.44383, -4.56418, 0.86966], [-0.61800, -2.85344, 1.94760], [0.55020, -3.71270, 0.92290], [-2.46146, -4.30703, 1.18382], [-1.49439, -4.95972, -0.15056], [-1.09013, -5.37163, 1.51730], [0.63737, -2.54832, -1.49318], [0.28998, -2.51482, -2.97135], [1.01080, -3.53648, -1.18589], [1.41112, -1.80210, -1.26213], [-0.67037, -2.99730, -3.17801], [0.26130, -1.49225, -3.36321], [1.06189, -3.05528, -3.53001], [-2.29900, -2.41016, -1.10221], [-3.42931, -1.75277, -0.31161], [-2.49847, -3.48018, -1.25934], [-2.20972, -1.96888, -2.10334], [-4.33646, -1.76305, -0.93300], [-3.69111, -2.29275, 0.61542], [-3.22894, -0.69219, -0.03744], [-0.54014, 2.75268, 5.96229], [-0.43322, 2.57284, 4.60406], [0.00225, 3.44294, 3.84659], [-0.94024, 1.25759, 4.09108], [-1.55885, 0.21561, 4.82402], [-2.05556, -0.88443, 4.11374], [-2.08599, -0.84992, 2.71386], [-1.43710, 0.12933, 2.02730], [-0.79211, 1.11583, 2.71034], [-0.03971, 3.55324, 6.33109], [-0.68142, 1.95229, 6.56304], [-1.63590, 0.25428, 5.91390], [-2.45810, -1.76079, 4.61637], [-2.61605, -1.60216, 2.12157], [-0.22125, 1.81603, 2.10121]], "forces_ev_per_a": [[-0.2793, 0.4141, -0.3150], [0.4138, -0.6051, 0.1330], [-0.0410, -0.2558, 0.1092], [-0.5230, -0.2875, -0.7002], [-0.0777, 0.1670, 0.3799], [0.4096, -0.3007, 0.7960], [-1.1643, 0.6994, 0.2831], [-0.1866, -0.6237, 1.0198], [2.3336, -0.3476, 0.0738], [1.0069, -0.0967, -0.5973], [-0.2318, 0.1049, 0.1360], [-0.5141, 1.0378, -0.1949], [-0.4218, 0.2915, 0.2961], [-1.0233, -1.6484, -0.2985], [-0.1915, -0.3746, -0.6784], [0.6285, 0.7266, -1.4262], [1.3528, 0.9873, 0.1733], [0.6042, 0.3596, -0.7165], [0.2514, 0.6950, -0.7486], [-0.0153, -0.0577, 0.0305], [-0.0285, 0.2480, 0.2774], [0.0762, -0.2667, -0.1919], [0.1253, 0.0241, 0.4636], [0.0207, 0.6762, 0.1147], [0.3911, -0.5387, 0.3752], [0.1074, 0.0059, 0.1162], [-0.4583, -0.0053, -0.2135], [-0.2373, -0.7033, -0.2731], [-0.3450, 0.0447, -0.0001], [-0.0674, 0.1923, 0.0663], [0.1284, 0.0023, -0.0928], [0.1250, 0.1335, 0.0126], [0.1055, -0.0698, -0.0994], [-0.2206, 0.2894, -0.1604], [-0.0563, -0.0015, 0.1821], [-0.5294, -0.0063, -0.1907], [-0.0266, 0.0394, -0.2192], [0.0451, -0.1871, -0.1062], [0.2894, 0.0577, -0.1788], [0.0554, -0.0439, 0.0451], [-0.2288, -0.0722, -0.0530], [0.0148, 0.2088, 0.0106], [-0.6839, 0.0539, 0.2620], [-0.2051, -0.1771, 0.0376], [0.1080, 0.0011, 0.1691], [-0.1219, -0.2688, 0.1670], [0.0594, 0.1590, 0.0477], [-0.3470, 0.1360, 0.2268], [-0.0610, -0.1825, -0.2192], [0.1751, 0.4341, 0.4521], [-0.0797, -0.3116, 0.1063], [0.1639, -0.4394, -0.1207], [-0.2215, 0.1375, 0.1706], [0.1489, -0.0521, -0.0956], [0.0930, 0.0005, 0.2159], [-0.1302, 0.0949, -0.0870], [0.1687, 0.1096, 0.2346], [0.0693, -0.1321, -0.2935], [-0.0294, 0.2786, -0.2135], [-0.1143, -0.4509, -0.1635], [0.2313, 0.0337, -0.0712], [-0.0584, -0.2573, -0.0520], [-0.1723, 0.1743, 0.0227], [0.0758, -0.1415, -0.1561], [-0.6553, -0.0941, 0.0797], [0.0625, 0.3523, 0.0377], [-0.1955, -0.0077, 0.1453], [0.1553, 0.1746, 0.2815], [0.1955, 0.0963, -0.4645], [-0.1740, -0.5775, -0.1704], [0.3674, -0.2452, -1.1049], [0.5852, 1.3412, 1.0680], [-0.6099, -1.3689, 0.6291], [-0.1122, -0.4527, -0.6016], [0.4677, 0.3595, -0.8691], [-0.2572, 0.1501, -0.4884], [0.5731, 0.5903, 0.6353], [0.1718, -0.3864, 1.7477], [-1.1957, -0.9045, 0.2164], [-0.2355, -0.1409, 0.0843], [0.1019, 0.3931, 0.0109], [-0.0284, -0.0950, -0.4326], [-0.0998, 0.3350, 0.0086], [0.3762, 0.3182, 0.3762], [-0.1796, 0.0495, 0.5312]], "mulliken_spin": [0.107, -0.043, 0.108, -0.020, 0.102, -0.047, 0.291, 2.577, 0.001, -0.100, 0.040, 0.031, 0.071, -0.055, -0.026, -0.022, -0.017, -0.031, -0.003, 0.004, 0.007, 0.000, -0.001, -0.059, -0.042, 0.008, -0.004, -0.038, -0.001, 0.000, 0.000, -0.003, 0.000, 0.000, 0.000, -0.002, 0.000, 0.001, 0.003, 0.000, 0.000, 0.000, 0.004, 0.000, 0.002, 0.000, 0.000, 0.000, 0.000, 0.022, 0.000, -0.005, 0.003, 0.000, 0.000, 0.000, -0.015, 0.003, -0.001, 0.005, 0.000, -0.006, 0.000, 0.014, 0.028, -0.001, 0.005, -0.004, 0.005, -0.009, 0.000, -0.002, 0.000, -0.008, 0.011, -0.002, 0.024, 0.008, 0.087, 0.000, 0.000, 0.000, 0.000, -0.005, 0.000]}